Record 1
ORCA calculation (wB97M-V/def2-TZVPD) on one molecule with the formula C18H20ClNO3S.

Properties
* HOMO level: -8.2245 eV
* SMILES: COc1ccc(C(=O)NCCSCc2ccccc2Cl)cc1OC
* net charge: 0
* electronic energy: -49981.02247 eV
* gap between HOMO and LUMO: 0.3256 Ha

Atoms and positions in Å:
C  -1.83089  -4.06819  -1.73929
O  -1.72796  -3.36994  -0.52232
C  -0.65805  -2.53586  -0.32889
C  0.33031  -2.33800  -1.28657
C  1.36407  -1.44621  -1.08201
C  1.42899  -0.71014  0.09227
C  2.51917  0.29160  0.23716
O  3.59646  0.18576  -0.31939
N  2.20814  1.35382  1.02449
C  3.10096  2.48287  1.12713
C  3.13406  3.33044  -0.14328
S  1.55494  4.15753  -0.53179
C  0.63349  2.85018  -1.41245
C  -0.44656  2.16723  -0.62433
C  -0.80757  2.56050  0.65748
C  -1.82328  1.91926  1.34562
C  -2.51038  0.87503  0.75428
C  -2.17312  0.46818  -0.52444
C  -1.14768  1.10848  -1.19741
Cl  -0.74270  0.57960  -2.79405
C  0.47263  -0.93257  1.07341
C  -0.56524  -1.83805  0.89235
O  -1.41618  -1.91588  1.95467
C  -2.39676  -2.92602  2.03967
H  -2.75168  -4.64516  -1.66375
H  -0.98865  -4.75121  -1.88661
H  -1.90126  -3.38499  -2.59159
H  0.29062  -2.87615  -2.21945
H  2.11968  -1.30083  -1.83797
H  1.24650  1.48812  1.29593
H  2.79871  3.09088  1.98144
H  4.11086  2.09459  1.29400
H  3.41609  2.71753  -0.99817
H  3.85331  4.14021  -0.02823
H  1.36254  2.12368  -1.77475
H  0.18617  3.34087  -2.28079
H  -0.29163  3.39717  1.10663
H  -2.08188  2.24404  2.34185
H  -3.30647  0.37638  1.28386
H  -2.70278  -0.33955  -1.00438
H  0.50982  -0.42613  2.02523
H  -2.82322  -2.82207  3.03756
H  -3.18192  -2.79503  1.29246
H  -1.96168  -3.92198  1.93445



Record 2
ORCA calculation (wB97M-V/def2-TZVPD) on C29H48BrNOP2Pd as an isolated structure at a distorted geometry.

Properties
* HOMO level (spin up / spin down): -14.0563 / -14.4410 eV
* spin multiplicity: 3
* net charge: +2
* electronic energy: -126470.29584 eV
* gap between HOMO and LUMO (spin up / spin down): 0.2612 / 0.1922 Ha

Atoms and positions in Å:
C  -2.73291  -5.71326  0.89814
C  -1.55048  -5.05431  1.26373
C  -0.37833  -5.32304  0.53620
C  -0.44900  -6.18895  -0.55896
N  -1.58308  -6.78508  -0.91885
C  -2.69856  -6.56273  -0.21823
C  -1.44995  -4.04557  2.28160
C  -1.06036  -3.05247  2.91686
C  -0.76029  -1.80772  3.46549
C  -1.72470  -0.78305  3.22184
C  -1.20553  0.32821  2.57502
C  0.16831  0.27452  2.45079
C  1.10517  -0.34635  3.23777
C  0.58591  -1.51976  3.79850
Pd  0.88094  1.00753  0.73488
P  -0.25322  -0.13741  -0.85937
H  0.54287  -4.80197  0.79299
H  -3.67282  -5.51915  1.41020
H  0.44972  -6.37578  -1.14646
H  -3.60035  -7.07056  -0.56748
H  1.22725  -2.21056  4.34438
H  -2.80036  -0.93495  3.36658
H  2.14590  -0.02318  3.24086
H  -1.79430  1.16236  2.18320
C  -0.49554  1.02489  -2.25785
C  -0.71629  0.45998  -3.65883
H  0.38227  1.68908  -2.25643
H  -1.34582  1.66203  -1.97226
H  -0.83824  1.29732  -4.36043
H  0.12942  -0.13697  -4.02024
H  -1.62627  -0.14590  -3.73707
C  0.75149  -1.56067  -1.43021
C  0.13488  -2.66937  -2.28725
H  1.14177  -2.00179  -0.49999
H  1.62370  -1.13839  -1.95146
H  0.91441  -3.41039  -2.51972
H  -0.65993  -3.21179  -1.76278
H  -0.24707  -2.30122  -3.24792
C  -1.91894  -0.78625  -0.43488
C  -2.84574  -1.21487  -1.57762
H  -2.42140  0.00463  0.14321
H  -1.76299  -1.62179  0.26538
H  -3.71701  -1.73176  -1.14868
H  -3.23257  -0.35382  -2.14082
H  -2.36890  -1.90959  -2.28009
Br  1.10237  3.19082  1.87361
P  3.07965  1.51587  -0.24668
C  3.32570  0.90109  -1.96872
C  4.41268  1.61443  -2.76342
H  2.35871  1.03986  -2.48065
H  3.52403  -0.18323  -1.94351
H  4.51420  1.11571  -3.73503
H  4.14312  2.65718  -2.95837
H  5.39704  1.59165  -2.28117
C  3.51428  3.30108  -0.25071
C  4.86798  3.65555  0.35016
H  2.73360  3.75618  0.40644
H  3.37277  3.72042  -1.26345
H  4.88820  4.74047  0.52180
H  4.99573  3.17683  1.33238
H  5.71971  3.39696  -0.29855
C  4.25709  0.61197  0.83341
C  5.62570  0.35375  0.20676
H  3.76654  -0.34258  1.09356
H  4.33464  1.18323  1.77267
H  6.21239  -0.24294  0.91619
H  5.54495  -0.22109  -0.72531
H  6.18144  1.28095  0.00676
C  -3.98661  2.92412  3.08917
C  -4.29323  2.19661  1.79144
O  -3.24040  2.25264  0.81095
C  -2.99952  3.50197  0.15637
C  -4.13180  3.96802  -0.74442
H  -3.07245  2.54190  3.55028
H  -4.81530  2.73468  3.77392
H  -3.89940  4.00794  2.96709
H  -4.39674  1.11875  2.00365
H  -5.22204  2.56948  1.32603
H  -2.76771  4.25686  0.92078
H  -2.08755  3.33259  -0.43070
H  -4.97544  4.34300  -0.15802
H  -3.77044  4.80041  -1.35329
H  -4.48691  3.17675  -1.41520



Record 3
ORCA calculation (wB97M-V/def2-TZVPD) on a 24-piece molecular cluster, C35H70BCl48F3N6O2P overall at a distorted geometry.

Properties
* HOMO level: -11.4235 eV
* net charge: +1
* electronic energy: -669653.06417 eV
* gap between HOMO and LUMO: 0.2572 Ha

Atoms and positions in Å:
C  1.28539  0.07454  -0.80209
C  1.76292  1.46879  -1.48553
C  0.53881  2.06485  -2.29950
Cl  1.26177  2.44862  -3.96840
C  -0.27002  3.27415  -1.67592
C  -0.54300  3.43186  -0.13741
Cl  -1.04440  5.09773  0.55255
C  0.48598  3.01808  0.99824
C  1.79976  3.98655  1.09989
N  2.91408  3.05125  1.48922
N  2.12829  4.66032  -0.17799
N  1.71059  4.93927  2.26329
C  -1.99467  2.69959  -0.05608
C  -2.57288  1.94845  1.20547
C  -2.46619  0.33356  1.10753
N  -2.42804  -0.28782  2.25608
N  -2.54321  2.90005  -1.26633
B  -3.93354  2.30289  -1.32578
N  -5.17198  3.13986  -1.20191
O  -4.12060  0.88756  -1.54527
C  -1.72244  3.62785  -2.31692
P  -2.10763  5.51600  -2.53221
O  -0.83784  6.38018  -2.30790
C  -1.98408  3.18646  -3.85210
F  -1.88472  1.81890  -4.09671
F  -3.32032  3.50526  -4.25719
F  -1.22274  3.97051  -4.74820
H  0.17188  0.14422  -0.54937
H  1.39626  -0.71119  -1.63114
H  1.89825  -0.18491  0.11342
H  2.27730  2.16650  -0.76316
H  2.58648  1.13018  -2.21037
H  -0.20272  1.19213  -2.40800
H  0.38813  4.17543  -1.96795
H  -0.05062  3.20113  1.99880
H  0.79508  1.92946  1.02024
H  3.60590  2.97488  0.73765
H  3.32274  3.35778  2.37509
H  1.61205  5.55531  -0.21719
H  3.13255  4.89156  -0.11004
H  1.27975  4.48962  3.07634
H  1.24374  5.80882  1.99321
H  -1.93730  2.20279  2.13994
H  -3.63298  2.28128  1.50184
H  -2.45565  -0.22573  0.11099
H  -2.37585  -1.31087  2.10337
H  -5.63386  2.77309  -0.34677
H  -4.82563  4.08850  -0.98813
H  -4.74655  0.76652  -2.29599
H  -3.00115  5.85618  -1.45089
H  -2.60103  5.85076  -3.81921
C  3.42750  0.55937  7.02428
Cl  4.18691  2.11789  6.66173
Cl  3.71710  -0.61369  5.73341
H  3.84244  0.17194  7.95308
H  2.35590  0.70541  7.13295
C  4.36804  0.70459  -5.41105
Cl  5.19281  -0.22325  -6.66844
Cl  4.92444  0.23523  -3.79897
H  4.57259  1.76315  -5.56095
H  3.29734  0.52193  -5.48212
C  5.90678  -3.06330  4.33238
Cl  4.45096  -2.67180  3.40274
Cl  7.32832  -3.14829  3.28732
H  6.06628  -2.28681  5.08324
H  5.76823  -4.02914  4.82350
C  -5.98841  1.40096  -4.93766
Cl  -4.32031  0.82217  -4.92918
Cl  -7.03043  0.35857  -3.96451
H  -6.01182  2.40795  -4.52422
H  -6.35721  1.41370  -5.96143
C  0.48120  -3.95783  -0.67734
Cl  1.93433  -4.16912  -1.66118
Cl  0.88830  -3.72043  1.02639
H  -0.06818  -3.08874  -1.03702
H  -0.13760  -4.84971  -0.76844
C  1.27567  -7.59606  -0.78545
Cl  2.16325  -7.75140  0.73501
Cl  -0.43878  -7.96486  -0.55176
H  1.36978  -6.57541  -1.15274
H  1.69889  -8.28543  -1.51785
C  2.62969  2.77994  9.77707
Cl  1.68717  1.28402  9.68225
Cl  3.34082  2.98562  11.38056
H  3.42697  2.74279  9.03914
H  1.97385  3.62370  9.56992
C  3.19735  -4.55599  -5.74840
Cl  4.09889  -4.81457  -4.25035
Cl  1.50222  -5.02032  -5.55564
H  3.24681  -3.50197  -6.01506
H  3.64335  -5.15721  -6.53821
C  1.90273  6.31784  -5.29391
Cl  2.74382  5.40164  -6.55164
Cl  2.44161  5.83494  -3.68047
H  2.10591  7.37793  -5.43259
H  0.83319  6.13304  -5.37797
C  -2.96216  -4.49661  -0.27388
Cl  -2.60561  -3.09545  0.75178
Cl  -2.59487  -6.02957  0.52745
H  -4.01748  -4.48681  -0.52784
H  -2.36419  -4.42052  -1.18048
C  4.64892  -8.13097  -2.79133
Cl  4.44551  -6.70536  -1.77000
Cl  3.47704  -9.36900  -2.33226
H  4.48995  -7.85901  -3.83346
H  5.65698  -8.51926  -2.66043
C  5.01929  -6.47176  3.29322
Cl  4.07112  -7.96240  3.30421
Cl  5.75788  -6.19310  4.87735
H  5.80558  -6.55334  2.54519
H  4.36497  -5.63603  3.05133
C  -6.16095  -2.73286  -3.16162
Cl  -5.19860  -2.75782  -1.67995
Cl  -7.85666  -3.10106  -2.82950
H  -6.09570  -1.74335  -3.60749
H  -5.76557  -3.47566  -3.85225
C  -5.33574  -6.69465  -4.33703
Cl  -6.22567  -8.21834  -4.40720
Cl  -4.56458  -6.47543  -2.75975
H  -4.56806  -6.69786  -5.10794
H  -6.02849  -5.87257  -4.50901
C  -11.20281  -1.13323  -3.73565
Cl  -12.52665  -1.27049  -2.57339
Cl  -11.16209  0.47348  -4.47306
H  -10.26040  -1.30889  -3.22038
H  -11.33997  -1.87763  -4.51752
C  3.96855  9.35853  -2.11074
Cl  5.63878  8.78284  -2.11526
Cl  2.92760  8.29698  -1.15417
H  3.94038  10.35887  -1.68338
H  3.60072  9.38383  -3.13466
C  0.50223  3.19289  -9.03095
Cl  1.33340  2.26816  -10.28593
Cl  1.05254  2.72310  -7.41792
H  0.70621  4.25207  -9.17841
H  -0.56766  3.00885  -9.10641
C  7.53903  0.51779  6.44006
Cl  7.38718  -1.24272  6.47104
Cl  8.76231  1.03477  5.27436
H  6.58049  0.94940  6.16092
H  7.82589  0.86421  7.43139
C  -3.02108  0.95388  5.29838
Cl  -4.24813  0.76241  6.55440
Cl  -3.10631  2.56130  4.56124
H  -2.03619  0.82158  5.74238
H  -3.18230  0.20421  4.52740
C  -1.84422  -7.90758  -5.44223
Cl  -2.96841  -8.23606  -6.76601
Cl  -1.88483  -6.20207  -4.97539
H  -2.12221  -8.51535  -4.58274
H  -0.83592  -8.16146  -5.76344
C  -1.28874  2.18682  11.48264
Cl  -2.37209  1.88813  10.11705
Cl  -1.27574  3.89744  11.92758
H  -1.62587  1.60175  12.33612
H  -0.28057  1.88803  11.20349
C  -8.71936  1.96088  0.83503
Cl  -7.94558  3.28162  1.72029
Cl  -7.54884  0.70568  0.41137
H  -9.49627  1.52341  1.45891
H  -9.15892  2.35685  -0.07833
C  8.25414  -1.01706  10.65184
Cl  6.80215  -0.62773  9.72035
Cl  9.67712  -1.10775  9.60837
H  8.41255  -0.24214  11.39918
H  8.11216  -1.97856  11.14109



Which of these has the highest electronic energy? C18H20ClNO3S



The lowest net charge belongs to which entry? C18H20ClNO3S